(1)
18
Properties=species:S:1:pos:R:3:lowdin_charge:R:1 method="wB97M-V/def2-TZVPD" charge=+1 gap_ev=10.12 largest_force_ev_per_a=2.53 multiplicity=1 molar_mass_g_mol=103.1
N 1.43506 0.98227 -1.83941 0.1925
C 0.61583 -0.20944 -1.41554 -0.0123
C 0.37748 0.03528 0.11050 -0.4470
N -0.77412 -0.31870 0.67557 -0.1256
C -2.01052 -0.72328 0.05868 -0.0476
C -0.81579 -0.41998 2.16633 0.0106
O 1.28967 0.59644 0.71050 0.0522
H 1.08906 1.50836 -2.63242 0.1755
H 1.50173 1.64287 -1.04121 0.1606
H 2.43506 0.75726 -1.77188 0.1840
H -0.34054 -0.32364 -1.92427 0.1167
H 1.20592 -1.09322 -1.62694 0.1418
H -2.76572 0.05268 -0.03368 0.1040
H -2.43132 -1.54767 0.64086 0.1037
H -1.94094 -1.18247 -0.93997 0.0919
H -0.70637 -1.43360 2.53629 0.1060
H -1.84206 -0.08260 2.36494 0.0959
H -0.26105 0.37061 2.66609 0.0973

=====

(2)
67
Properties=species:S:1:pos:R:3:lowdin_spin:R:1 method="wB97M-V/def2-TZVPD" charge=+1 gap_ev="8.72 / 6.09" largest_force_ev_per_a=0.68 multiplicity=2 molar_mass_g_mol=601.0
Ni -0.40165 0.50912 -0.54851 0.0543
C 1.21717 3.64461 -0.04222 0.0000
C 0.30232 3.36289 -1.21582 -0.0002
N 0.34437 1.95314 -1.69533 -0.0006
C 1.74336 1.62203 -2.10846 0.0031
C 2.32309 2.47943 -3.22221 0.0012
C -0.62271 1.81562 -2.80413 -0.0018
C -0.57880 0.41111 -3.36361 0.0384
N -0.33944 -0.53461 -2.26748 0.4229
C -0.22551 -1.84290 -2.55431 0.0320
C 0.25514 -2.76352 -1.57349 0.1220
F 0.68482 -2.33310 -0.41105 0.0394
C 0.33871 -4.11851 -1.81836 -0.0103
F 0.79415 -4.90531 -0.85087 -0.0157
C -0.02160 -4.65983 -3.03429 0.1554
C -0.46348 -3.79533 -4.02538 -0.0088
F -0.81238 -4.27926 -5.21094 -0.0137
C -0.55539 -2.44134 -3.81356 0.0994
F -1.00639 -1.69927 -4.82261 0.0346
H 0.92437 4.58326 0.42727 0.0000
H 2.25661 3.74895 -0.35186 0.0000
H 1.15618 2.85891 0.71032 0.0000
H 0.54976 4.01167 -2.06096 0.0000
H -0.73382 3.57270 -0.97561 0.0000
H 1.76828 0.57037 -2.38850 0.0014
H 2.34149 1.71186 -1.20733 0.0002
H 1.70679 2.47902 -4.12183 0.0003
H 3.29585 2.07651 -3.50233 0.0000
H 2.47836 3.51337 -2.91829 0.0003
H -0.44408 2.54804 -3.59750 -0.0003
H -1.60921 2.03130 -2.38829 -0.0005
H 0.21866 0.30489 -4.10486 0.0132
H -1.51505 0.19670 -3.87978 0.0145
H 0.05001 -5.72261 -3.21608 0.0074
C -2.18805 2.87186 2.43028 0.0000
C -1.85683 2.68871 1.09413 -0.0004
N -1.11114 1.59598 0.93545 -0.0002
N -0.96551 1.04882 2.16766 0.0007
C -1.60864 1.79949 3.07325 0.0006
B -0.39306 -0.38912 2.37365 -0.0001
N 1.05154 -0.48818 1.84378 0.0001
C 2.09214 -1.13651 2.40074 0.0001
C 3.17055 -1.02375 1.55372 0.0002
C 2.68366 -0.28037 0.47725 0.0005
N 1.40324 0.03784 0.65102 0.0061
N -1.33282 -1.26685 1.50048 0.0009
C -2.17602 -2.28142 1.73657 0.0001
C -2.90200 -2.53011 0.58471 0.0011
C -2.43768 -1.59652 -0.33108 0.0004
N -1.48443 -0.84731 0.22225 0.0021
N -0.38028 -0.72103 3.84688 0.0000
C 0.32178 -0.06382 4.80460 0.0000
C 0.09929 -0.69107 6.00363 0.0000
C -0.76597 -1.74956 5.67747 0.0000
N -1.05067 -1.76494 4.39011 0.0000
H -2.77996 3.65783 2.86172 0.0000
H -2.16032 3.29045 0.25574 -0.0001
H -1.62655 1.50795 4.10899 0.0001
H 1.98697 -1.62368 3.35462 0.0000
H 4.16008 -1.41782 1.69821 0.0000
H 3.20498 0.01287 -0.41756 0.0000
H -2.19706 -2.72847 2.71267 0.0000
H -3.67281 -3.26577 0.44595 0.0001
H -2.74547 -1.42138 -1.34801 -0.0001
H 0.92974 0.79205 4.55818 0.0000
H 0.50196 -0.42824 6.96521 0.0000
H -1.19062 -2.49786 6.32600 0.0000

=====

(3)
46
Properties=species:S:1:pos:R:3:lowdin_spin:R:1 method="wB97M-V/def2-TZVPD" charge=-1 gap_ev="7.19 / 7.30" largest_force_ev_per_a=1.60 multiplicity=2 molar_mass_g_mol=503.0
V 0.00567 -0.03012 0.40038 1.1287
O 4.08785 0.09406 4.54049 -0.0009
C 3.25993 0.03327 3.68418 -0.0004
C 1.73769 -0.00242 3.88258 0.0014
O 1.15741 0.08361 4.93164 0.0051
C 1.18970 -0.15520 2.53613 0.0148
C 2.17446 -0.17316 1.55810 0.0104
O 1.88631 -0.29165 0.28639 0.0078
C 3.51534 -0.03131 2.17002 -0.0013
O 4.58130 0.03822 1.62667 -0.0013
O -0.11058 -0.28000 2.20084 -0.0102
C 0.74830 3.08900 1.46776 -0.0071
Si -0.06274 2.38155 -0.10000 -0.0181
C -1.82257 3.15694 -0.09214 -0.0017
C -1.85160 4.67910 0.10451 -0.0010
C -2.61673 2.81194 -1.36106 -0.0005
C -2.51813 2.54806 1.13961 0.0007
C 1.05736 2.94010 -1.56061 -0.0052
C 0.61713 2.32155 -2.89414 0.0004
C 1.06666 4.46858 -1.70448 -0.0019
C 2.49385 2.48110 -1.27716 -0.0004
H 0.78422 4.18311 1.44915 -0.0015
H 1.77492 2.72916 1.58185 -0.0001
H 0.19464 2.78294 2.36068 0.0000
H -1.51423 5.21871 -0.77777 0.0000
H -1.23889 4.99962 0.95306 -0.0001
H -2.88369 5.00156 0.30672 -0.0001
H -2.26764 3.40236 -2.21278 0.0000
H -3.68021 3.05061 -1.21459 0.0000
H -2.54923 1.75776 -1.63550 -0.0002
H -2.13616 2.98609 2.06687 0.0000
H -2.37896 1.46839 1.21921 0.0004
H -3.59862 2.74468 1.09938 0.0000
H -0.37567 2.65786 -3.20013 0.0000
H 0.59892 1.23088 -2.84564 0.0006
H 1.32373 2.61096 -3.68614 0.0000
H 0.11572 4.85026 -2.07650 0.0000
H 1.83998 4.76011 -2.42955 -0.0004
H 1.29288 4.97680 -0.76056 -0.0001
H 2.57833 1.39570 -1.21674 0.0000
H 2.88688 2.89925 -0.34496 0.0000
H 3.14604 2.82798 -2.09158 -0.0001
N -2.85508 -0.57367 -0.65168 0.0188
C -1.59906 -0.52263 -0.60818 -0.0493
H -3.28954 0.10515 -0.02580 -0.0022
Te -0.15848 -1.69445 -1.61776 -0.0851

=====

(4)
18
Properties=species:S:1:pos:R:3:lowdin_charge:R:1 method="wB97M-V/def2-TZVPD" charge=0 gap_ev=9.89 largest_force_ev_per_a=4.35 multiplicity=1 molar_mass_g_mol=118.6
C 0.53741 1.94456 -0.93740 -0.1000
C 0.21594 0.40383 -1.19189 -0.1482
C -0.25519 -0.58706 -0.41000 -0.3982
C -0.12165 -1.98066 -0.84445 -0.1120
C -1.06952 -0.16746 0.83410 -0.1950
C 0.06353 0.16878 1.91749 -0.5618
H 0.03719 2.78411 -1.49005 0.0625
H 1.70095 1.74300 -1.11389 0.1062
H 0.38648 2.17726 0.32957 0.1073
H 0.90964 0.27229 -2.10466 0.1134
H 0.62636 -2.57791 -0.18072 0.0797
H -1.13926 -2.56043 -1.00448 0.1190
H 0.24994 -1.92461 -1.85914 0.0541
H -1.49768 0.75116 0.47644 0.0943
H -1.79557 -0.82643 1.17463 0.0788
H 0.52345 1.01660 1.33572 0.0227
H -0.36658 0.70298 2.85573 0.1035
Cl 0.99456 -1.34001 2.21300 0.5737

=====

(5)
11
Properties=species:S:1:pos:R:3:lowdin_charge:R:1 method="wB97M-V/def2-TZVPD" charge=0 gap_ev=11.37 largest_force_ev_per_a=1.44 multiplicity=1 molar_mass_g_mol=83.1
N 1.78847 1.22673 -0.13561 0.1592
C 1.53600 0.09842 -0.18497 -0.2331
C 0.65378 -1.07125 -0.15682 -0.0789
C -0.56186 -0.32216 0.45698 -0.3740
C -0.90181 0.96040 -0.12128 -0.0895
O -1.81852 -0.22633 -0.11823 -0.0171
H 1.02239 -1.87156 0.49337 0.1156
H 0.50856 -1.47448 -1.16660 0.1305
H -0.56330 -0.37543 1.54579 0.1516
H -1.05705 1.83723 0.51996 0.1224
H -0.60666 1.21842 -1.13259 0.1132

=====

(6)
28
Properties=species:S:1:pos:R:3:lowdin_charge:R:1 method="wB97M-V/def2-TZVPD" charge=0 gap_ev=8.93 largest_force_ev_per_a=3.63 multiplicity=1 molar_mass_g_mol=206.3
C -0.08837 0.21897 1.90625 -0.0681
C 1.81363 -0.89066 0.83143 -0.1878
C 3.03413 -0.60711 0.02781 -0.1917
C 2.54225 -0.19546 -1.37336 -0.2296
C 0.88080 1.06712 -0.24316 -0.3882
C -0.04342 2.17490 -0.28588 -0.0313
C -1.36805 1.94300 -0.42863 -0.1175
C -2.18591 0.69673 -0.56856 -0.5231
C -1.78234 -0.52822 -1.07415 -0.1071
C -2.80459 -1.53515 -0.86230 -0.1677
C -3.90517 -1.07202 -0.15100 -0.4097
H -0.58721 1.16250 1.99381 0.0727
H -0.76175 -0.62064 1.74577 0.0852
H 0.39007 0.14364 2.92711 0.1034
H 1.18781 -1.70445 0.35424 0.1409
H 2.28972 -1.17253 1.85125 0.1495
H 3.58167 0.21534 0.45792 0.1134
H 3.74299 -1.39569 0.08095 0.0967
H 2.10305 -1.09392 -1.91841 0.1296
H 3.32939 0.15904 -1.99351 0.0864
H 0.27231 3.23276 -0.14189 0.1298
H -1.97782 2.87075 -0.47538 0.1046
H -0.92282 -0.67604 -1.62342 0.0813
H -2.82381 -2.59840 -1.13379 0.1016
H -4.75552 -1.59444 0.22686 0.0502
N 0.96750 0.30046 0.91924 -0.1072
N 1.61752 0.88427 -1.25765 0.0785
S -3.74605 0.61524 0.20846 1.0055

=====

> The lowest charge belongs to which entry?

C15H22NO5SiTeV

=====

> What is the charge in the second record?

+1